Entry 1:
19
Properties=species:S:1:pos:R:3:forces:R:3:mulliken_charge:R:1 method="wB97M-V/def2-TZVPD" gap_ha=0.34403 homo_energy_ev=-9.389
S 0.19336 1.43185 0.30800 -0.46 1.15 -1.56 1.01
O -0.86653 1.90277 1.15507 0.52 -0.36 0.03 -0.59
O 1.55446 1.38675 0.77472 -0.42 -0.22 0.11 -0.58
N 0.09035 2.36175 -1.12078 -3.04 -2.39 3.01 -0.54
N 1.58317 -1.31560 -0.37464 1.25 -1.75 -0.74 -0.65
N 0.72270 -0.77006 -1.02046 1.81 0.54 -1.58 0.00
C -0.11768 -1.21042 1.44303 0.96 1.55 -2.01 -0.58
C -0.28499 -0.15786 -0.40293 -3.23 -0.58 4.24 0.76
C 1.27930 -1.67235 1.06198 -2.92 0.61 -1.53 -0.38
C -1.65353 -0.18610 -1.09078 0.14 4.37 2.96 -1.49
H -2.15036 0.89738 -1.05264 0.96 -2.51 -0.17 0.30
H -2.27755 -0.88645 -0.63604 -1.11 -0.98 0.87 0.35
H 0.63754 3.11800 -1.16096 2.61 3.67 0.31 0.28
H 0.27726 1.79693 -1.86478 0.65 -1.97 -2.60 0.29
H -0.89157 -2.06240 1.43383 0.96 1.98 0.47 0.35
H -1.47121 -0.47819 -2.03369 0.38 -0.81 -3.62 0.47
H 2.06614 -1.12397 1.46595 1.37 0.34 1.69 0.34
H -0.03680 -0.29825 2.12378 -1.08 -1.89 -0.45 0.29
H 1.34594 -2.73378 0.99135 0.65 -0.76 0.58 0.37

Entry 2:
21
Properties=species:S:1:pos:R:3:forces:R:3:mulliken_charge:R:1 method="wB97M-V/def2-TZVPD" gap_ha=0.36471 homo_energy_ev=-13.450 total_charge=+1
O 2.90813 -1.54389 -0.83793 -0.19 0.57 0.56 -0.65
N 2.02244 0.72008 0.46451 0.88 0.85 0.77 -0.21
C -2.61521 0.39821 -1.50217 -0.21 -0.32 -0.42 -1.22
C -1.68008 0.09797 0.83969 0.32 0.66 2.04 -0.76
C -0.41976 0.94552 1.00572 0.71 -1.05 -0.77 -0.30
C -1.89957 -0.54137 -0.55250 -1.22 -1.41 1.00 -0.33
C 0.78920 0.38063 1.22040 -0.50 0.22 0.08 -0.32
H 3.17966 -2.41420 -0.53028 -0.01 -0.05 -0.30 0.30
H -1.12968 -1.21379 -0.95518 0.73 1.11 0.01 0.39
H -0.53382 2.01120 0.80020 0.47 -0.25 -1.05 0.36
H -1.70144 -0.63354 1.67501 -0.08 0.09 -0.64 0.43
H 2.77707 0.88922 1.13006 0.38 -0.25 -0.06 0.36
H -3.67461 0.45925 -1.26341 -0.01 0.31 0.58 0.34
H 1.09337 -0.38431 1.96133 -0.94 -0.26 -1.11 0.36
H -2.19988 1.40479 -1.52699 0.07 -0.05 -0.21 0.32
H -2.60650 -1.37708 -0.33898 -0.04 0.66 0.07 0.27
H 2.10400 1.50227 -0.18927 -0.97 0.23 0.14 0.39
H -2.48134 0.82210 1.03193 -0.30 -0.56 -0.12 0.30
H 2.85778 -1.51634 -1.79131 0.14 -0.46 -0.39 0.31
H 2.25969 -0.12924 -0.09764 0.23 -0.18 0.29 0.28
H -2.68537 -0.03903 -2.48964 0.53 0.13 -0.47 0.35

Entry 3:
40
Properties=species:S:1:pos:R:3:forces:R:3:mulliken_charge:R:1 method="wB97M-V/def2-TZVPD" gap_ha="0.17734 / 0.31420" homo_energy_ev="-5.426 / -8.871" multiplicity=8
Eu 0.02210 0.00505 0.04179 1.60 1.27 3.36 1.60
S 3.39361 2.03898 6.89995 0.12 0.07 0.24 0.12
O -1.92527 2.74428 -2.53951 0.00 -0.08 -0.03 -0.62
O -0.80736 1.73660 -0.85872 -0.70 0.77 -1.00 -0.67
O -2.67338 -1.63206 -5.44391 -0.03 -0.24 -0.14 -0.49
O 0.24885 -2.07348 -0.27793 -0.06 -1.46 -0.62 -0.67
O -0.07202 -3.93085 -1.51688 -0.04 0.04 -0.06 -0.62
N 1.88748 1.56743 6.58451 -0.24 -0.06 0.05 -0.68
N 4.01498 1.97915 5.41653 0.17 0.02 -0.18 -0.68
N -0.31876 0.29126 2.42402 -0.08 -0.14 -0.37 -0.35
N -0.94758 -0.56326 -1.92443 -0.66 -0.41 -1.35 -0.18
N 2.06138 0.75190 1.11745 -0.22 -0.17 -0.29 -0.35
C 0.64770 0.90142 4.56196 -0.92 -0.22 0.25 0.22
C 2.00719 0.95227 2.47787 -0.91 -0.13 0.67 -0.18
C 4.36835 1.39831 1.10532 -0.13 -0.12 -0.59 -1.05
C -1.65477 0.23266 4.41194 -0.38 -0.17 -0.45 -1.05
C 0.76582 0.71203 3.15936 1.04 0.24 -0.40 -0.18
C 3.21545 0.97569 0.47773 0.46 0.18 0.28 0.11
C 4.33636 1.60720 2.48609 -0.43 -0.02 0.61 -0.31
C -0.91940 -1.83961 -2.32319 0.11 0.11 0.24 0.18
C -2.11513 -1.24697 -4.29190 0.18 0.20 0.40 1.11
C -1.47803 0.06736 3.05443 -0.04 0.08 0.55 0.10
C -1.44208 1.78161 -1.99874 -0.21 -0.06 -0.40 0.33
C -1.53336 0.38513 -2.65721 0.13 0.01 0.24 -0.08
C -1.49436 -2.22901 -3.50775 -0.04 -0.13 -0.11 -0.71
C 1.81540 1.34301 5.28627 0.47 0.11 -0.12 0.76
C -0.18618 -2.75023 -1.30864 -0.16 -0.11 -0.33 0.35
C -0.56692 0.65825 5.17799 0.71 0.20 -0.02 -0.31
C 3.16108 1.38782 3.18216 0.72 0.10 -0.65 0.21
C -2.13369 0.08479 -3.85653 -0.08 0.08 -0.12 -0.51
C 3.05079 1.58206 4.60805 -0.36 -0.05 0.34 0.77
H -2.60123 0.87749 -4.42859 0.00 -0.03 -0.01 0.45
H -2.61875 0.03306 4.85642 0.01 0.01 0.01 0.40
H -1.46425 -3.26433 -3.81779 -0.02 0.02 -0.02 0.55
H -2.30685 -0.26212 2.43408 -0.02 -0.01 0.02 0.35
H 3.21129 0.80580 -0.59534 0.02 0.00 0.00 0.35
H -3.07141 -0.88790 -5.90624 -0.02 0.11 0.00 0.30
H 5.26659 1.55909 0.52738 0.00 0.00 0.02 0.40
H -0.64558 0.80472 6.24682 -0.04 -0.01 0.00 0.51
H 5.20946 1.93791 3.03234 0.02 0.00 -0.03 0.51

Entry 4:
35
Properties=species:S:1:pos:R:3:forces:R:3:mulliken_charge:R:1 method="wB97M-V/def2-TZVPD" gap_ha=0.38067 smiles="CCCCCCCCCCC(=O)O" homo_energy_ev=-9.780
O -4.69787 -0.20491 -1.54561 0.42 0.67 5.33 -0.58
O -5.76216 -0.97232 0.26150 -2.84 1.91 0.95 -0.40
C -0.99894 1.70216 0.13637 6.29 7.42 -4.71 -0.55
C 1.65653 1.48798 -0.25687 -3.43 9.38 6.35 -1.12
C 3.95842 -0.76891 -0.20794 -3.04 -2.66 -2.95 -0.57
C 2.47775 -0.67530 -0.58194 -3.20 -5.93 1.96 -0.57
C 1.88975 0.52780 -1.17191 0.29 -2.43 -5.71 0.02
C 0.31179 1.38231 0.78702 2.34 4.92 -0.32 -0.81
C 4.29187 -2.08164 0.49997 -1.21 -1.91 -3.93 -1.16
C -2.17175 1.12283 0.36766 -3.82 -4.62 7.41 -0.62
C -2.21794 -0.34922 0.00029 1.64 -2.15 7.03 -0.24
C -3.40976 -1.11574 0.53334 -1.49 3.04 -4.38 -1.21
C -4.69021 -0.46776 -0.28171 2.62 -4.12 -5.81 0.52
H -1.11621 2.90291 -0.05362 0.21 -2.12 1.68 0.26
H -2.93496 1.68582 0.00758 -2.60 1.30 -1.13 0.50
H -2.05408 -0.61791 -0.93778 0.65 -0.48 -4.48 0.54
H -6.51418 -0.46832 -0.15641 0.47 -1.13 0.27 0.37
H 3.65998 -2.33651 1.34011 0.15 0.52 0.43 0.35
H 2.59808 1.05917 -1.92013 -1.03 -1.48 0.42 0.21
H 5.33487 -2.02708 0.66679 1.04 -0.73 0.73 0.40
H 0.42439 2.20302 1.68894 0.17 -2.07 -2.11 0.23
H 1.65295 2.65285 -0.62233 -1.24 -2.49 -0.36 0.39
H -3.68639 -0.87722 1.45999 -0.38 1.28 4.14 0.43
H 0.90217 0.20385 -1.66952 1.50 0.70 0.19 0.12
H 2.05607 -1.59970 -1.16792 1.58 1.37 0.30 0.38
H 0.25497 0.48225 1.23873 0.14 -3.14 1.45 0.52
H -0.90827 1.68374 -0.93141 0.91 -1.06 -1.45 0.37
H 1.77661 -1.04292 0.41258 1.88 1.57 -2.00 0.06
H -2.22928 1.24205 1.69558 -0.70 -0.77 -3.34 0.12
H 4.02766 -3.03456 -0.29044 1.05 2.59 2.02 0.20
H 4.39945 -0.46311 -1.15972 1.06 -0.78 0.19 0.32
H 3.98473 0.02469 0.37062 1.25 3.81 3.40 0.45
H -1.34854 -0.94511 0.61627 -1.33 1.73 -1.51 0.09
H -3.41496 -2.18483 0.55847 -0.04 -0.68 -1.06 0.45
H 2.49747 1.86963 0.31344 0.69 -1.45 1.00 0.53

Entry 5:
36
Properties=species:S:1:pos:R:3:forces:R:3:mulliken_charge:R:1 method="wB97M-V/def2-TZVPD" gap_ha=0.24057 homo_energy_ev=-7.944
I -5.01628 0.88591 1.04630 -0.27 -1.02 1.59 0.06
I -3.11600 1.75143 -1.27495 1.49 -0.12 -1.37 0.22
F -0.99915 -2.32847 1.46839 -0.09 0.21 -0.09 -0.15
O -0.21418 2.95118 -0.13486 1.63 -4.25 0.30 -0.61
O -0.58029 1.94571 1.77401 0.76 -2.75 -0.55 -0.71
O 0.03026 0.75408 -2.19637 -0.40 0.25 0.52 -0.42
O 2.03190 1.64119 -1.47355 -1.13 -0.61 0.92 -0.38
N -0.27653 -1.22159 1.24428 0.77 1.00 -0.36 0.17
N -1.33211 -0.76761 -0.84455 1.00 1.09 1.33 0.31
N 0.52944 0.63547 0.16843 -1.07 -1.73 -1.56 0.71
C -0.77677 -0.40151 -2.18172 1.11 -1.46 -0.84 -0.55
C -3.91287 -1.94104 1.00199 0.39 -0.18 -0.98 -1.01
C -2.72146 -0.30517 -0.60849 -1.68 -0.07 0.34 -1.32
C 1.05695 0.66875 -1.22283 1.37 -1.13 -1.11 -0.16
C -0.40715 -0.46162 0.18368 0.05 0.72 -0.22 -0.41
C -3.28910 -0.48366 0.87342 -0.83 -0.44 -0.52 -0.08
C 3.03462 1.70111 -0.44830 1.91 0.50 -0.09 -0.36
C 3.77055 -0.19846 1.13798 0.49 0.78 -0.35 -0.70
C 3.94876 0.39537 -0.34104 -0.70 -0.72 1.05 -0.38
C -0.12168 1.89630 0.60591 -2.60 6.82 1.07 0.30
H 0.42446 -0.98828 1.96463 -0.64 -0.15 -0.23 0.37
H -3.48414 -2.56241 0.15297 -0.32 0.52 1.07 0.31
H 2.72102 -0.55523 1.32848 1.07 0.21 -0.31 -0.12
H 3.94375 0.67400 1.83389 -0.16 -1.03 -0.51 0.29
H 5.04101 0.60916 -0.50534 -1.17 0.05 0.14 0.34
H 4.53269 -0.98661 1.38271 -0.87 0.61 -0.27 0.38
H 1.56375 -0.34468 -1.38886 -0.62 0.77 0.41 0.42
H 2.63697 2.02003 0.56151 0.08 -0.59 -1.17 0.27
H -0.11307 -1.27136 -2.50121 -0.75 0.76 0.49 0.29
H 3.73624 2.53557 -0.75636 -1.12 -0.81 0.11 0.36
H -3.38673 -0.93531 -1.27402 0.87 0.83 0.71 0.68
H -1.62390 -0.38351 -2.91613 0.86 0.63 0.82 0.45
H -3.67315 -2.47552 1.95619 -0.44 0.71 -0.74 0.23
H -5.01918 -1.88691 0.78561 1.26 -0.23 0.59 0.38
H -2.60810 -0.17486 1.70490 -0.48 -0.17 -0.94 0.55
H 3.66946 -0.39145 -1.10669 0.22 1.01 0.75 0.26